{"formula": "C33H46FeOP2Si", "method": "ωB97M-V/def2-TZVPD", "e_tot_ha": -3595.89588, "spin_multiplicity": 5, "largest_force_ev_per_a": 2.3, "relative_energy_kcal_mol": 0.0, "lumo_energy_ha": [-0.0256, -0.0259], "symbols": ["H", "H", "C", "C", "C", "H", "H", "H", "H", "H", "H", "C", "C", "H", "C", "C", "H", "C", "H", "H", "H", "C", "O", "H", "H", "H", "H", "H", "C", "H", "H", "H", "C", "C", "H", "H", "H", "H", "H", "H", "H", "Fe", "C", "C", "C", "C", "C", "H", "C", "H", "C", "H", "Si", "H", "C", "P", "C", "C", "C", "C", "H", "H", "H", "C", "C", "C", "C", "H", "P", "H", "C", "C", "C", "H", "H", "H", "H", "C", "C", "H", "H", "H", "H", "H"], "positions_angstrom": [[-2.52440, -1.33856, 1.35388], [-4.55006, -2.25765, -2.45603], [-2.04191, -0.23979, -0.49220], [5.96079, 1.35988, 2.37693], [2.33558, 1.19638, 4.90375], [-5.52854, -1.38407, -0.30956], [0.70496, 2.26431, 7.71042], [2.84580, 1.18700, 6.99944], [3.78594, 3.44849, 0.87046], [-2.44818, -0.35932, -5.70524], [2.48578, 2.18335, -1.76698], [0.88298, 2.03678, 6.65658], [1.49811, 2.68135, -1.82138], [-1.01737, 0.13141, -0.34668], [2.72873, 5.29142, 0.42050], [4.62810, 1.75825, 2.54208], [1.32408, -2.97241, -1.96866], [1.50087, 5.96211, 0.44393], [3.07798, -0.64962, 0.69007], [0.83669, 2.16514, -2.54142], [-3.37258, -3.92642, -3.98733], [6.25735, 0.22767, 1.61086], [0.76606, 0.83892, 1.15008], [-1.03619, 2.79968, 6.00014], [-0.19132, -1.90077, 1.07417], [-4.18814, -4.83060, 0.44834], [1.45363, 6.99653, 0.09065], [4.39793, 2.64968, 3.13371], [0.14926, 2.08315, 4.34500], [3.61565, 5.80173, 0.03665], [0.72752, -1.40491, -3.63665], [1.62932, 3.74906, -2.06972], [-1.28245, -0.90352, -3.01722], [-3.00904, -1.18587, -5.24678], [5.45258, -1.37312, 0.39597], [-2.69010, 0.51805, -0.01284], [-1.06276, -0.05794, -3.70011], [-1.36627, -3.15306, -1.45119], [-5.72239, -2.97571, 0.49912], [-0.37541, 3.69448, 2.16165], [-4.48391, -3.94167, -1.98336], [0.66430, 2.49825, -0.00709], [2.08676, 1.44409, 6.25826], [0.00914, -1.58613, -2.82089], [-0.91568, -2.23621, 0.34151], [-2.81492, -3.38777, -3.20307], [1.74704, 3.39749, 1.60010], [6.75440, 1.94169, 2.85067], [-3.22296, -4.31010, 0.41958], [1.11780, -1.48806, -1.03456], [0.57159, -2.22908, -1.64784], [-4.87803, -1.64064, 1.34772], [1.81729, 1.56395, 2.14332], [-3.35161, -0.59653, -2.21774], [0.45938, 4.07337, 1.56383], [-1.93470, -2.10162, -4.12865], [2.83717, 3.99108, 0.92010], [-0.73680, -2.93614, -5.19985], [1.39020, 1.57710, 3.94335], [3.59176, 1.02616, 1.94381], [-0.62929, 2.28562, 3.60500], [-2.08995, -4.13253, -2.83622], [-2.34493, 0.82326, -2.28295], [5.22347, -0.49537, 1.00191], [-2.32100, -0.25237, -1.99129], [-0.09202, 2.34421, 5.69880], [-5.06153, -2.10759, 0.37129], [-0.59631, 5.85884, 0.94562], [-3.50115, -2.67821, -0.32491], [-2.85293, -4.19929, 1.44639], [-0.49327, -2.99525, -0.79713], [-3.86127, -3.03515, -2.09181], [3.89052, -0.09335, 1.16535], [-3.88267, -0.77458, -4.72825], [-3.33748, -1.86822, -6.04283], [-2.50367, -4.91324, -0.15175], [-0.12218, -3.99606, -0.51509], [0.36243, 5.33673, 0.94120], [-2.21489, -1.58237, 0.31521], [-0.28168, -3.78801, -4.67002], [7.29448, -0.09038, 1.48742], [3.27038, 0.72740, 4.59100], [-1.26043, -3.30311, -6.09843], [0.05859, -2.24169, -5.51211]], "atomic_forces_ev_per_a": [[-0.1370, -0.0706, -0.5339], [0.2419, -0.1778, 0.1716], [-0.3981, 0.5006, 0.2550], [-0.3313, 0.0488, 0.0245], [-0.4180, 0.3826, 0.5111], [0.0495, -0.0984, 0.2848], [0.0528, -0.0947, -0.3216], [-0.2507, 0.0462, -0.1239], [-0.3160, 0.3159, -0.0903], [-0.0211, -0.2938, 0.2518], [-0.4084, 0.1547, -0.1775], [0.0739, 0.0191, -0.2364], [-0.2212, 0.0028, -0.4621], [-0.1260, -0.2751, 0.2949], [1.0551, -0.9560, 0.2453], [0.4982, -0.4086, -0.1746], [-0.0966, 0.2888, 0.0599], [-1.1978, 0.2465, 0.0939], [0.2368, 0.1891, 0.1080], [0.5137, 0.2393, -0.2276], [-0.0468, 0.0656, 0.2275], [-0.2640, -0.0252, -0.0422], [-0.2838, -0.3470, 0.4408], [0.2060, -0.1529, 0.0043], [-0.1015, 0.1496, -0.0047], [0.2056, 0.0103, -0.0364], [-0.1196, -0.4011, -0.0318], [0.0601, -0.2902, -0.1720], [0.0683, 0.1020, 0.7589], [-0.2786, -0.2286, -0.0381], [-0.3038, 0.3305, 0.6850], [-0.0425, -0.4239, -0.1723], [-0.6337, 1.6386, -0.3035], [-1.0516, -0.7125, -1.0820], [0.0010, 0.2124, 0.1473], [0.1451, -0.2287, -0.3414], [-0.1428, -0.0375, 0.1209], [0.5040, -0.1071, 0.1825], [0.0420, 0.3390, -0.0610], [0.3048, 0.3338, -0.1403], [0.1029, 0.2545, 0.0363], [0.1836, 0.0482, 0.3473], [-0.0821, -0.0269, -0.0520], [0.2841, -1.0706, -1.3379], [0.1881, -0.4967, 1.3991], [-0.5173, -0.9294, 0.0734], [-0.0894, -0.8727, -0.2117], [-0.1526, -0.2249, -0.1760], [-0.1088, -0.1456, 0.0373], [-0.1386, -0.5085, 0.5519], [0.8930, -0.4664, 0.8046], [-0.0608, -0.1348, -0.3083], [-0.3563, 0.8752, -0.8890], [0.4505, 0.1039, 0.1385], [0.0210, -0.6647, -0.1499], [1.5831, 0.8182, 1.4622], [-0.0310, 1.3772, 0.2804], [-0.3131, -0.3606, -0.5136], [-0.0515, -0.6610, 0.1813], [-0.0216, -0.0405, 0.0759], [0.3028, -0.0012, 0.2532], [-0.2106, 0.3965, -0.2183], [-0.0038, -0.6689, 0.3219], [-0.0344, 0.1586, 0.1102], [0.0714, 0.7038, -0.6950], [0.1216, -0.1744, -0.1376], [-0.3316, -0.0186, -0.2202], [0.2492, -0.0593, -0.0307], [0.3232, -0.7212, 0.4909], [-0.0407, 0.0585, -0.2671], [0.5973, -0.4659, -0.8906], [-0.2854, -0.0452, -0.7662], [0.6167, -0.0459, 0.0881], [0.1740, -0.0602, -0.0778], [-0.2320, 0.4320, -0.0337], [-0.1715, 0.3124, 0.1551], [0.0939, 0.1927, -0.0738], [0.5793, 0.7633, 0.0923], [0.3892, 1.4350, -0.1866], [-0.1904, 0.5305, -0.1733], [-0.2924, 0.0890, 0.0094], [-0.2321, 0.2184, 0.1393], [0.0828, 0.0165, 0.0202], [-0.4273, -0.2071, 0.2458]]}